# 1
Formula: C5H9NO
Source: the Open Molecules 2025 dataset
Level of theory: ωB97M-V with the def2-TZVPD basis set

Structure (ORCA input):
```
! RIJCOSX wB97M-V def2-TZVPD def2/J DEFGRID3
* xyz 0 1
O 1.700 -0.718 0.511
N -2.971 0.117 0.481
C 0.334 -0.869 0.165
C 0.122 -0.922 -1.343
C 0.138 1.690 0.411
C -1.831 0.208 0.661
C -0.377 0.316 0.854
H -0.334 2.489 0.990
H 1.217 1.730 0.575
H 0.588 -0.065 -1.842
H -0.077 -1.788 0.613
H 0.561 -1.837 -1.758
H -0.068 1.874 -0.647
H -0.946 -0.933 -1.580
H -0.180 0.202 1.926
H 2.212 -1.374 0.027
*
```

The SMILES is C[C@@H](O)[C@@H](C)C#N. The calculation puts the calculated total energy at -8868.289 eV. The value obtained for the LUMO energy is 0.0250 hartree. The calculation puts the frontier orbital gap at 11.582 eV.

Listed below, in e, are the Löwdin charges computed for each atom: atom 1 (O): -0.0325, atom 2 (N): 0.1566, atom 3 (C): -0.4204, atom 4 (C): -0.0399, atom 5 (C): -0.0483, atom 6 (C): -0.1999, atom 7 (C): -0.3154, atom 8 (H): 0.0865, atom 9 (H): 0.0826, atom 10 (H): 0.0851, atom 11 (H): 0.1469, atom 12 (H): 0.0836, atom 13 (H): 0.0837, atom 14 (H): 0.0838, atom 15 (H): 0.1500, atom 16 (H): 0.0979

***

# 2
Formula: C11H17N4
Source: the Open Molecules 2025 dataset
Level of theory: ωB97M-V with the def2-TZVPD basis set

Structure (ORCA input):
```
! RIJCOSX wB97M-V def2-TZVPD def2/J DEFGRID3
* xyz 1 1
N -1.112 -1.909 0.668
N -4.217 1.620 -0.930
N -1.162 1.461 1.536
N -1.014 0.193 1.381
C -3.389 -1.689 -0.655
C 1.770 1.254 0.298
C 0.078 -2.195 0.392
C 2.309 -2.175 -0.639
C -3.492 0.764 -0.512
C -1.637 -0.621 0.649
C -2.815 -0.375 -0.202
C 1.214 -1.330 -0.062
C 1.804 1.866 -1.131
C 3.088 1.494 1.153
C 1.394 -0.074 0.227
H 2.794 2.210 -1.405
H -2.789 -2.051 -1.479
H 0.926 1.735 0.858
H 2.391 -3.133 -0.027
H 0.388 -3.276 0.333
H 1.129 2.670 -1.177
H -4.208 2.175 -1.757
H 3.825 2.204 0.616
H 1.914 -2.594 -1.620
H 3.136 -1.504 -0.842
H -2.027 1.936 1.273
H 2.930 1.900 2.161
H 1.584 1.068 -1.914
H -0.607 1.863 2.236
H 3.522 0.512 1.369
H -4.393 -1.647 -0.918
H -3.335 -2.353 0.121
*
```

The calculation puts the calculated total energy at -17630.164 eV. The value obtained for the LUMO energy (spin up / spin down) is -0.1822 / -0.1821 hartree. The calculation puts the frontier orbital gap (spin up / spin down) at 6.275 / 6.278 eV.

Listed below, in e, are the Löwdin charges computed for each atom: atom 1 (N): 0.1508, atom 2 (N): 0.2174, atom 3 (N): 0.0658, atom 4 (N): 0.0111, atom 5 (C): -0.0444, atom 6 (C): -0.3618, atom 7 (C): -0.0559, atom 8 (C): -0.0165, atom 9 (C): -0.0917, atom 10 (C): -0.3116, atom 11 (C): -0.1736, atom 12 (C): -0.2170, atom 13 (C): -0.0100, atom 14 (C): -0.0070, atom 15 (C): 0.1632, atom 16 (H): 0.0796, atom 17 (H): 0.0931, atom 18 (H): 0.1377, atom 19 (H): 0.1205, atom 20 (H): 0.1464, atom 21 (H): 0.0661, atom 22 (H): 0.0935, atom 23 (H): 0.1172, atom 24 (H): 0.1254, atom 25 (H): 0.0902, atom 26 (H): 0.1213, atom 27 (H): 0.0801, atom 28 (H): 0.1142, atom 29 (H): 0.0946, atom 30 (H): 0.0770, atom 31 (H): 0.0724, atom 32 (H): 0.0519

***

# 3
Formula: C2H5NO3
Source: the Open Molecules 2025 dataset
Level of theory: ωB97M-V with the def2-TZVPD basis set

Structure (ORCA input):
```
! RIJCOSX wB97M-V def2-TZVPD def2/J DEFGRID3
* xyz 0 1
O 1.608 0.023 0.169
O -0.112 -3.214 0.836
O 0.401 2.608 -1.807
N -0.425 1.001 -0.266
C -0.468 1.940 -1.350
C 0.642 0.607 0.532
H -1.519 2.231 -1.485
H 0.583 -3.370 1.492
H -1.305 1.117 0.200
H 0.334 0.736 1.588
H 0.260 -3.679 0.090
*
```

The SMILES is O=CNC=O.O. The calculation puts the calculated total energy at -9786.932 eV. The value obtained for the LUMO energy is 0.0204 hartree. The calculation puts the frontier orbital gap at 10.942 eV.

Listed below, in e, are the Löwdin charges computed for each atom: atom 1 (O): 0.0977, atom 2 (O): -0.0623, atom 3 (O): 0.0854, atom 4 (N): 0.0788, atom 5 (C): -0.3033, atom 6 (C): -0.3365, atom 7 (H): 0.1270, atom 8 (H): 0.0400, atom 9 (H): 0.1128, atom 10 (H): 0.1350, atom 11 (H): 0.0255

***

# 4
Formula: C5H5ClN2O
Source: the Open Molecules 2025 dataset
Level of theory: ωB97M-V with the def2-TZVPD basis set

Structure (ORCA input):
```
! RIJCOSX wB97M-V def2-TZVPD def2/J DEFGRID3
* xyz 0 1
Cl -4.811 0.225 -0.112
O -2.811 -2.698 0.057
N -0.898 0.387 0.038
N -2.668 1.726 0.219
C -3.162 0.543 0.026
C -1.340 1.619 0.192
C 0.501 0.100 -0.183
C -1.858 -0.576 -0.047
C -1.833 -1.986 0.033
H 0.578 -1.001 -0.716
H -0.704 2.590 0.150
H -0.883 -2.408 -0.052
H 0.953 0.976 -0.712
H 1.054 -0.035 0.763
*
```

The SMILES is Cn1cnc(Cl)c1C=O. The calculation puts the calculated total energy at -22813.632 eV. The value obtained for the LUMO energy is -0.0086 hartree. The calculation puts the frontier orbital gap at 8.229 eV.

Listed below, in e, are the Löwdin charges computed for each atom: atom 1 (Cl): 0.7186, atom 2 (O): 0.0352, atom 3 (N): -0.1655, atom 4 (N): 0.0336, atom 5 (C): -0.6603, atom 6 (C): -0.1739, atom 7 (C): -0.0202, atom 8 (C): -0.0694, atom 9 (C): -0.2910, atom 10 (H): 0.1467, atom 11 (H): 0.1693, atom 12 (H): 0.0844, atom 13 (H): 0.1006, atom 14 (H): 0.0919

***

Q: What is the formula in the first record?
A: C5H9NO

***

Q: Among the records above, which one has the highest calculated total energy?
A: C5H9NO

***

Q: Number 4 is which compound?
A: C5H5ClN2O